The following is a DFT calculation (the ωB97M-V functional and the def2-TZVPD basis) of a cluster of 6 separate species, C32H52Cl21FNO5 in total in a non-equilibrium geometry.

Summary:
E_LUMO in eV: 1.286
HOMO energy in Ha: -0.168
Net charge: -1
HOMO-LUMO gap in eV: 5.86
DFT total energy in Eh: -11445.211803

```
112
Properties=species:S:1:pos:R:3:forces:R:3:mulliken_charge:R:1
C 5.264 3.388 0.532 0.3 -0.3 -0.2 -0.989
C 4.449 4.619 -0.024 -0.3 -1.0 0.1 -0.359
C 3.120 4.882 0.767 0.8 0.8 1.0 -0.194
C 2.264 6.079 0.200 0.1 -0.2 0.0 -0.992
C 0.902 5.613 -0.447 0.9 0.2 0.0 -0.223
C -0.227 5.465 0.623 0.1 -0.3 -1.0 -0.346
C -1.676 5.357 -0.024 1.5 -0.5 0.7 -0.487
C -2.537 4.484 0.945 -0.9 0.8 0.2 0.262
C -3.902 3.992 0.359 0.0 -0.2 -0.2 -0.579
C -3.713 2.943 -0.808 -0.1 -0.2 1.2 -0.413
C -3.326 1.503 -0.241 0.2 1.8 -0.9 0.170
C -2.620 0.734 -1.413 -1.3 -0.7 0.3 -1.382
C -1.631 -0.407 -1.025 0.9 0.0 -0.9 -1.584
C -0.360 0.041 -0.162 -0.8 -0.6 -0.1 2.204
C 0.002 1.491 -0.661 2.5 1.8 -3.0 -1.487
O -0.466 2.564 -0.229 -1.1 -1.0 1.6 -0.544
O 0.812 1.543 -1.661 -1.0 -1.3 1.6 -0.800
C -0.636 -0.145 1.378 0.2 0.7 1.2 0.792
C -0.235 1.029 2.322 -0.9 0.0 1.0 -0.927
F -2.016 -0.419 1.689 0.8 0.2 -0.4 -0.468
N 0.797 -0.832 -0.514 -0.5 -0.2 0.7 0.907
C 0.457 -2.240 -0.535 -0.4 -1.8 0.4 -0.825
O 1.621 -3.130 -0.545 -1.0 0.6 -0.8 -0.047
C 1.614 -3.971 -1.709 1.2 -1.0 -0.3 -0.365
C 3.096 -4.506 -1.898 -0.8 0.9 -0.2 0.066
O 3.534 -4.159 -3.234 0.5 -0.3 1.1 -0.305
C 4.952 -4.080 -3.321 0.7 -0.4 -1.1 -0.695
C 5.504 -2.698 -3.791 0.3 0.0 0.2 -0.041
O 4.751 -2.104 -4.846 0.4 0.3 0.6 -0.366
C 5.279 -0.804 -5.167 -0.2 0.5 -0.6 -0.268
C 4.166 0.300 -5.294 0.1 -0.1 -0.4 -0.854
C 2.004 -0.514 0.231 1.5 -0.7 -0.4 -0.691
C 3.285 -0.416 -0.726 0.4 0.8 1.2 0.213
C 4.552 -1.089 -0.073 -0.3 1.0 -0.5 -1.437
Cl 2.981 -0.963 -2.412 0.4 0.1 0.8 0.021
H 5.620 2.750 -0.319 -0.2 0.5 0.7 0.190
H 6.177 3.684 1.111 -0.8 -0.1 -0.4 0.411
H 4.671 2.718 1.199 0.2 0.6 -0.5 0.224
H 5.146 5.496 0.009 -0.9 -0.5 -0.3 0.290
H 4.157 4.369 -1.077 0.4 0.5 0.7 0.266
H 3.440 5.187 1.805 -0.3 -0.4 -0.7 0.288
H 2.531 3.939 0.909 0.4 0.8 -0.5 -0.080
H 2.895 6.634 -0.544 -0.5 -0.5 0.5 0.380
H 2.096 6.807 1.040 -0.1 -0.6 -0.8 0.367
H 0.649 6.325 -1.278 -0.1 -0.4 0.8 0.411
H 1.122 4.631 -0.949 -0.6 0.7 0.5 -0.044
H -0.147 6.333 1.322 -0.2 -0.7 -0.3 0.768
H -0.048 4.489 1.140 0.0 1.0 -0.2 -0.197
H -1.510 4.881 -1.021 -0.4 0.3 0.8 0.216
H -2.067 6.397 -0.158 0.0 -0.9 0.1 0.560
H -2.782 5.142 1.828 0.2 -0.5 -0.7 0.503
H -1.962 3.630 1.381 -0.3 0.7 -0.8 -0.800
H -4.501 3.569 1.211 0.4 0.1 -0.8 0.405
H -4.483 4.868 -0.028 0.5 -0.5 0.3 -0.111
H -2.875 3.338 -1.430 -0.7 -0.5 0.2 0.027
H -4.654 2.819 -1.409 0.9 0.4 0.3 0.350
H -2.646 1.709 0.618 -0.5 -0.6 -0.7 -0.223
H -4.294 1.050 0.087 1.0 -0.1 0.0 0.630
H -3.454 0.231 -1.986 0.7 0.4 0.4 0.528
H -2.203 1.469 -2.147 0.2 -0.7 0.9 0.343
H -2.124 -1.318 -0.596 0.2 1.0 -0.1 0.326
H -1.194 -0.759 -2.001 -0.3 0.4 0.8 0.408
H -0.114 -1.046 1.800 -0.3 0.6 -0.8 0.322
H 0.856 1.226 2.393 -0.7 -0.1 -0.4 0.263
H -0.795 1.976 2.122 0.7 -0.8 -0.3 -0.269
H -0.561 0.722 3.356 0.4 0.1 -0.8 0.468
H -0.175 -2.586 0.356 0.7 0.6 -0.7 0.048
H -0.127 -2.561 -1.439 0.3 0.9 0.7 0.344
H 1.384 -3.430 -2.662 0.0 -0.2 0.9 0.387
H 0.908 -4.858 -1.595 0.6 1.1 0.0 0.064
H 3.142 -5.610 -1.718 0.2 0.8 -0.2 0.211
H 3.735 -3.928 -1.194 -0.5 -0.7 -0.2 -0.147
H 5.470 -4.340 -2.359 -0.5 0.3 -0.6 0.350
H 5.288 -4.858 -4.062 -0.3 0.6 0.5 0.315
H 5.544 -2.000 -2.919 -0.1 -0.4 -0.6 -0.039
H 6.559 -2.840 -4.170 -0.7 -0.1 0.6 0.441
H 5.794 -0.871 -6.164 -0.2 -0.1 0.9 0.334
H 6.024 -0.472 -4.397 -0.6 -0.4 -0.6 0.249
H 4.147 0.719 -6.331 0.1 -0.3 0.8 0.340
H 4.403 1.136 -4.599 -0.5 -0.6 -0.4 0.221
H 3.137 -0.098 -5.114 1.0 0.3 0.2 0.199
H 1.985 0.460 0.766 -0.5 -0.6 -0.6 -0.070
H 2.277 -1.278 1.018 -0.5 0.4 -0.7 0.398
H 3.546 0.671 -0.797 -0.4 -0.9 -0.3 0.358
H 4.482 -2.197 -0.022 0.1 0.8 -0.1 0.168
H 5.437 -0.727 -0.658 -0.6 -0.7 0.4 0.335
H 4.686 -0.648 0.952 -0.3 -0.5 -0.7 0.422
C -0.233 -6.167 1.383 0.1 0.1 -0.1 0.144
Cl 0.211 -4.690 2.232 0.0 -0.1 0.1 -0.040
Cl -1.245 -5.756 -0.008 0.0 -0.1 0.1 -0.100
Cl 1.236 -6.992 0.830 -0.1 0.0 0.0 -0.114
Cl -1.138 -7.236 2.473 0.4 0.1 -0.3 0.003
C -2.078 -8.619 6.052 0.1 0.1 0.0 0.342
Cl -1.987 -6.921 6.543 0.2 -0.3 0.0 -0.064
Cl -0.442 -9.293 5.953 -0.1 0.0 0.0 -0.092
Cl -3.022 -9.532 7.243 0.1 0.1 -0.1 -0.109
Cl -2.862 -8.736 4.467 -0.1 -0.2 0.4 -0.077
C -4.751 -4.701 4.478 0.1 0.2 -0.2 0.209
Cl -4.876 -5.496 6.061 -0.3 0.2 -0.2 -0.113
Cl -4.499 -2.964 4.706 0.0 -0.2 0.0 -0.081
Cl -3.383 -5.382 3.582 -0.3 0.2 0.2 0.109
Cl -6.249 -4.967 3.569 0.5 0.0 -0.1 -0.082
C -10.369 -4.548 4.474 0.1 0.0 0.1 0.325
Cl -8.835 -4.943 5.263 -0.6 0.0 0.1 -0.031
Cl -11.043 -6.009 3.729 0.0 0.1 0.1 -0.101
Cl -11.510 -3.917 5.675 0.1 0.0 -0.1 -0.107
Cl -10.089 -3.324 3.225 0.0 -0.1 0.1 -0.095
C -5.896 6.738 -2.299 0.1 -0.1 0.0 0.362
Cl -6.783 7.357 -0.893 0.1 0.0 -0.1 -0.122
Cl -6.175 4.997 -2.452 0.0 0.2 0.0 -0.080
Cl -6.466 7.560 -3.765 0.0 0.0 0.1 -0.133
Cl -4.167 7.041 -2.086 -0.2 0.0 0.0 -0.068
```
Positions in Å, forces in eV/Å.

The following is a DFT calculation (the ωB97M-V functional and the def2-TZVPD basis) of a cluster of 6 separate species, C35H70BIN3O21 in total in a non-equilibrium geometry.

Summary:
E_LUMO in eV: -4.402
HOMO energy in Ha: -0.421
Net charge: +1
HOMO-LUMO gap in eV: 7.05
DFT total energy in Eh: -3441.679101

```
131
Properties=species:S:1:pos:R:3:forces:R:3:mulliken_charge:R:1
C 4.134 1.197 0.959 0.6 -0.1 -0.2 -0.847
C 2.471 1.082 0.819 1.1 -1.1 0.0 0.029
B 2.220 0.483 -0.718 0.5 3.3 0.0 0.571
O 2.738 1.192 -1.904 -1.3 -0.5 3.2 -0.647
N 1.468 -0.872 -0.767 -3.5 -0.6 -0.8 0.662
C 2.366 -2.078 -0.736 1.6 -0.8 -1.5 -0.514
C 3.171 -2.207 -2.323 1.2 -3.5 1.0 0.490
C 4.813 -2.741 -2.239 -1.6 1.7 -2.3 -1.080
O 3.542 -3.647 -2.776 -2.0 6.2 0.3 -0.396
C 0.065 -0.900 -0.797 2.0 0.1 0.4 -3.885
N -0.581 0.463 -0.724 0.6 -2.2 0.2 1.636
C -1.109 0.825 0.630 -0.2 0.3 2.0 -0.743
C -2.704 0.578 0.889 -0.5 1.5 0.1 -0.206
C -3.087 0.644 2.516 -1.0 -0.4 -1.0 -0.639
C -4.517 -0.188 2.715 0.3 -0.3 -0.3 0.011
O -5.551 0.595 3.410 2.1 0.5 0.5 -0.558
C -1.461 0.816 -1.875 -0.2 1.5 -2.2 -0.434
C -0.483 1.605 -2.982 -1.9 -0.2 -1.3 -0.388
C -0.225 3.178 -2.605 0.5 0.1 -0.2 -0.200
C -1.449 4.191 -3.065 -4.6 -0.1 -3.2 0.586
O -2.445 3.854 -3.899 6.7 2.0 5.6 -0.544
O -1.470 5.601 -2.563 1.6 -3.8 -0.2 -0.494
N -0.689 -2.180 -0.797 1.7 2.0 0.0 2.259
C -0.845 -2.865 0.508 -0.4 0.4 3.0 -0.241
C -2.388 -2.919 1.121 0.0 -0.5 0.3 -0.524
C -3.559 -3.093 -0.008 -1.0 0.3 1.5 -0.190
O -3.654 -4.508 -0.445 2.0 1.2 0.9 -0.532
C -0.766 -2.968 -2.030 -1.4 -2.2 -1.2 -1.086
I -0.124 -1.918 -3.894 -0.5 -0.3 1.0 0.139
C -0.008 -4.412 -2.108 0.3 -0.8 -1.4 0.002
C -1.108 -5.538 -2.673 1.8 0.1 -0.1 -0.920
H 4.519 0.793 1.994 -0.9 1.0 -2.0 0.298
H 4.687 0.540 0.131 -1.2 1.4 1.7 0.228
H 4.505 2.300 0.813 -0.7 -2.2 0.3 0.286
H 2.170 0.247 1.617 0.2 2.1 -1.6 0.088
H 1.945 2.109 1.013 0.9 -2.0 -0.2 0.141
H 2.986 2.155 -1.669 -0.4 -2.4 -0.3 0.298
H 3.224 -1.890 0.042 -1.7 -0.3 -1.6 0.656
H 1.861 -3.104 -0.535 0.6 2.1 -0.4 0.051
H 2.884 -1.335 -3.182 1.0 -2.7 2.5 0.272
H 5.059 -1.786 -2.917 -0.6 -1.7 -0.3 0.192
H 5.378 -3.437 -2.964 0.4 0.4 2.2 0.440
H -0.466 0.255 1.453 -1.3 1.1 -1.7 0.232
H -0.896 1.981 0.809 -0.4 -2.4 -0.4 0.124
H -3.267 1.522 0.421 1.1 -2.2 0.9 0.419
H -3.161 -0.357 0.350 1.2 1.6 1.2 -0.043
H -3.344 1.765 2.797 0.9 -2.3 -0.5 0.463
H -2.219 0.200 3.168 -1.7 0.9 -1.1 0.209
H -4.964 -0.487 1.649 0.9 0.9 2.4 0.102
H -4.353 -1.200 3.283 -0.1 1.9 -0.9 0.179
H -5.134 1.199 4.119 -0.8 -1.7 -1.7 0.325
H -2.307 1.627 -1.642 2.0 -1.9 0.1 0.286
H -2.036 -0.095 -2.350 1.3 1.7 0.9 0.015
H 0.496 1.011 -3.224 -1.8 1.4 0.8 0.118
H -1.123 1.600 -3.989 1.5 0.1 2.1 0.410
H 0.012 3.292 -1.462 -0.6 0.0 -2.1 0.169
H 0.745 3.549 -3.188 -2.1 -0.7 1.2 0.077
H -0.690 5.760 -1.940 -1.4 -0.6 -1.2 0.343
H -0.434 -3.955 0.606 -0.4 2.1 -0.8 0.173
H -0.235 -2.228 1.314 -1.2 -1.5 -1.7 0.263
H -2.436 -3.898 1.803 0.1 2.1 -1.4 0.413
H -2.574 -2.022 1.884 0.3 -1.8 -2.0 -0.189
H -3.496 -2.346 -0.909 0.2 -1.5 1.6 0.155
H -4.593 -2.852 0.537 2.2 -0.5 -1.2 0.306
H -2.823 -4.963 -0.104 -1.7 0.9 -0.6 0.271
H -1.918 -3.200 -2.250 2.5 0.6 0.5 0.716
H 0.829 -4.381 -2.961 -1.7 0.0 2.1 0.259
H 0.551 -4.757 -1.144 -1.3 0.7 -1.6 0.165
H -0.446 -6.472 -2.997 -1.7 1.9 0.8 0.387
H -1.540 -5.083 -3.659 0.4 -0.9 2.0 0.187
H -1.905 -5.842 -1.874 1.4 0.7 -1.8 0.200
C 0.115 -7.177 2.558 0.2 -0.4 -0.3 -0.520
O -0.387 -6.255 3.523 -0.1 0.0 0.8 -0.159
C -0.348 -6.707 4.801 0.2 -0.6 0.6 0.656
O 0.067 -7.797 5.164 -0.6 1.8 -0.7 -0.537
O -0.851 -5.738 5.606 0.4 -0.6 -1.0 -0.278
C -0.872 -6.078 6.991 0.0 -0.1 0.7 -0.628
H 0.037 -6.712 1.572 -0.1 0.1 0.3 0.019
H 1.170 -7.401 2.750 -0.2 -0.1 0.0 0.334
H -0.482 -8.095 2.554 0.2 0.1 0.1 0.320
H 0.143 -6.257 7.360 -0.2 -0.1 -0.1 0.291
H -1.509 -6.951 7.165 0.3 0.1 -0.1 0.291
H -1.293 -5.231 7.541 0.1 0.0 -0.4 0.218
C 2.142 5.384 -5.597 -0.4 0.0 -0.4 -0.613
O 3.227 5.551 -4.686 0.9 -0.2 -0.1 -0.295
C 4.451 5.331 -5.229 0.3 -0.1 -0.7 0.746
O 4.675 5.015 -6.386 -0.4 0.5 1.8 -0.529
O 5.381 5.522 -4.260 -1.0 -0.1 -0.6 -0.305
C 6.726 5.323 -4.691 0.6 -0.1 -0.2 -0.615
H 1.213 5.585 -5.057 0.3 0.1 0.1 0.145
H 2.220 6.097 -6.424 0.1 -0.3 0.1 0.359
H 2.107 4.356 -5.972 0.1 0.2 -0.1 0.304
H 6.987 6.033 -5.482 -0.1 -0.3 0.0 0.292
H 6.875 4.293 -5.029 -0.1 0.2 -0.1 0.291
H 7.385 5.503 -3.836 -0.4 0.0 0.0 0.223
C -1.509 6.653 2.277 -0.5 0.0 -0.3 -0.469
O -0.403 6.856 3.154 0.9 -0.8 0.0 -0.323
C 0.549 5.891 3.086 0.0 0.1 0.1 0.754
O 0.524 4.909 2.361 0.0 1.1 0.8 -0.509
O 1.533 6.208 3.965 -1.0 -0.2 -0.8 -0.320
C 2.610 5.273 4.001 0.5 -0.3 0.1 -0.553
H -2.207 7.483 2.416 0.3 -0.1 0.2 0.226
H -1.178 6.651 1.234 0.0 -0.1 0.2 0.201
H -2.029 5.721 2.522 0.2 0.1 -0.1 0.228
H 3.105 5.216 3.026 -0.2 -0.1 0.1 0.276
H 2.254 4.286 4.314 0.0 0.1 -0.2 0.254
H 3.339 5.626 4.736 -0.3 0.1 -0.1 0.226
C 3.364 -0.426 7.863 0.1 -0.5 0.2 -0.607
O 3.194 0.945 7.509 -0.8 0.6 0.2 -0.293
C 2.043 1.501 7.966 -0.4 -0.3 0.4 0.738
O 1.186 0.935 8.626 1.3 0.8 -1.0 -0.536
O 2.011 2.795 7.560 0.2 -1.0 0.1 -0.264
C 0.848 3.510 7.971 -0.4 0.3 0.2 -0.662
H 4.316 -0.767 7.447 -0.2 0.4 0.0 0.220
H 3.403 -0.542 8.951 -0.2 0.0 -0.2 0.290
H 2.562 -1.038 7.436 0.0 0.1 0.2 0.277
H 0.787 3.552 9.064 -0.1 -0.2 -0.2 0.317
H -0.054 3.057 7.548 0.2 0.0 0.2 0.310
H 0.929 4.533 7.592 0.3 -0.3 0.0 0.210
C -5.473 0.247 -6.438 0.0 0.5 0.2 -0.580
O -5.590 -0.976 -7.163 0.9 -0.9 0.0 -0.312
C -4.544 -1.824 -6.999 0.0 0.1 0.0 0.764
O -3.558 -1.622 -6.307 -1.2 -0.3 -0.8 -0.524
O -4.785 -2.937 -7.738 0.1 1.0 0.6 -0.305
C -3.760 -3.925 -7.661 0.3 -0.4 0.0 -0.536
H -6.364 0.848 -6.643 0.1 -0.4 -0.1 0.231
H -5.428 0.055 -5.361 0.1 0.0 -0.2 0.255
H -4.595 0.810 -6.770 -0.1 -0.2 0.2 0.277
H -3.645 -4.284 -6.633 0.1 0.2 -0.1 0.229
H -2.812 -3.529 -8.042 -0.1 0.0 0.2 0.272
H -4.056 -4.770 -8.289 -0.2 0.3 0.1 0.223
```
Positions in Å, forces in eV/Å.